Entry 1:
Below is C5H9FN2O3Si in the gas phase at a distorted geometry, with properties calculated with ωB97M-V/def2-TZVPD.

Values from the calculation:
Energy = -25048.479 eV
2S+1 = 1

Last column: natural (NBO) charge in e.
Positions of all 21 atoms, in Å:
1 N -0.9986 -1.7641 -3.2782  -0.870
2 C -0.5205 -2.4191 -2.0973  0.691
3 O -0.9703 -3.4676 -1.8043  -0.527
4 C 0.5232 -1.7418 -1.1912  -0.496
5 C -0.2184 -0.5705 -0.4555  -0.847
6 Si 0.6379 0.0075 1.1342  1.006
7 C 0.8948 1.9023 0.9726  0.358
8 O 1.4450 2.2788 -0.0099  -0.551
9 N 0.5202 2.8982 1.9277  -0.703
10 C -0.3312 2.4574 2.9540  0.965
11 O -1.4607 2.6551 2.9729  -0.525
12 F 0.2083 1.8203 3.9855  -0.314
13 H -0.3182 -1.1054 -3.6524  0.365
14 H -1.8324 -1.2328 -3.0310  0.385
15 H 0.9259 -2.4592 -0.4667  0.229
16 H 1.3521 -1.3158 -1.7793  0.219
17 H -1.2154 -0.9588 -0.1779  0.244
18 H -0.3897 0.2517 -1.1677  0.247
19 H -0.2804 -0.2368 2.2679  -0.164
20 H 1.8872 -0.7284 1.4139  -0.136
21 H 0.1412 3.7291 1.4827  0.423

Atoms 1-6, force components in eV/Å:
0.48 0.67 0.39
1.23 1.19 -0.41
-1.03 -1.86 0.80
-0.24 0.85 -0.34
0.05 -0.43 -0.30
-0.84 -0.46 0.07

---

Entry 2:
Below is C3H5N3 in the gas phase at a distorted geometry, with properties calculated with ωB97M-V/def2-TZVPD.

Values from the calculation:
Energy relative to the best compared isomer or geometry (same formula, charge and spin) = 30.60 kcal per mole
2S+1 = 1

Last column: natural (NBO) charge in e.
Positions of all 11 atoms, in Å:
1 N 0.0931 -0.7225 1.7121  -0.837
2 C 0.1617 -0.3550 0.3430  0.279
3 C 0.3852 0.9112 -0.1323  -0.379
4 C -0.2587 0.9510 -1.3847  -0.054
5 N -0.6880 -0.2540 -1.7323  -0.263
6 N -0.4097 -1.0457 -0.6826  -0.344
7 H -0.3902 0.0543 2.1575  0.378
8 H 0.9797 -0.8097 2.1888  0.374
9 H 1.1382 1.5111 0.3306  0.226
10 H -0.5673 1.8020 -1.9820  0.209
11 H -0.4441 -2.0426 -0.8182  0.411

Atoms 1-6, force components in eV/Å:
0.09 -0.22 0.00
0.08 0.13 -0.21
-0.04 -0.19 -0.23
0.06 -0.12 -0.26
0.01 0.06 0.03
-0.20 -0.01 0.25

---

Entry 3:
Below is C42H47HgN6O12PS2Sb2 as an isolated structure, with properties calculated with ωB97M-V/def2-TZVPD.

Values from the calculation:
Energy relative to the best compared isomer or geometry (same formula, charge and spin) = 12.66 kcal per mole
Charge = -2
2S+1 = 1

Last column: Mulliken charge in e.
Positions of all 113 atoms, in Å:
1 Hg 1.3769 0.2870 -1.1918  1.886
2 C 1.6803 -2.8925 -4.9108  -1.370
3 C 0.9902 -2.7475 -3.5770  0.434
4 O 1.6351 -3.6018 -2.5874  -0.582
5 P 2.4930 -2.9170 -1.4346  1.046
6 S 1.2528 -1.9116 -0.1529  -0.321
7 S 4.0620 -1.9389 -2.0312  -0.456
8 O 2.8280 -4.2806 -0.6494  -0.509
9 C 3.6652 -4.1953 0.5126  -0.257
10 C 2.8739 -4.5794 1.7444  -0.667
11 H 1.1559 -2.2867 -5.6521  0.392
12 H 1.6780 -3.9343 -5.2386  0.359
13 H 2.7092 -2.5403 -4.8438  0.267
14 H -0.0505 -3.0684 -3.6116  0.229
15 H 0.9881 -1.7093 -3.2566  -0.199
16 H 4.0767 -3.1876 0.6047  0.128
17 H 4.5008 -4.8776 0.3463  0.350
18 H 2.0600 -3.8722 1.9060  -0.101
19 H 3.5233 -4.5761 2.6230  0.393
20 H 2.4478 -5.5773 1.6304  0.284
21 O 5.5650 5.5310 2.2217  -0.793
22 N 4.4317 5.9122 1.8082  0.948
23 O 4.0380 7.0913 2.0049  -0.799
24 C 3.5897 5.0375 1.1330  -0.808
25 C 2.3454 5.5224 0.7308  -0.732
26 C 1.3917 4.6937 0.1175  1.628
27 C 0.1231 5.1625 -0.2982  -1.149
28 C -0.7798 4.2972 -0.8487  -1.469
29 C -0.4377 2.9458 -0.9749  -1.093
30 N 0.7500 2.4879 -0.6145  0.827
31 C 1.6645 3.3271 -0.1083  -1.106
32 C 2.9921 2.8233 0.2146  0.356
33 N 3.2471 1.5498 -0.1149  -0.003
34 C 4.4355 1.0246 0.1208  -0.174
35 C 5.4492 1.7633 0.7140  -0.966
36 C 5.2124 3.0741 1.0696  -0.526
37 C 3.9561 3.6600 0.8287  0.837
38 H 2.1167 6.5589 0.9220  0.542
39 H -0.1116 6.2134 -0.1762  0.423
40 H -1.7515 4.6329 -1.1878  0.849
41 H -1.1296 2.2208 -1.3776  0.792
42 H 4.5705 -0.0079 -0.1848  0.045
43 H 6.4171 1.3111 0.8870  0.445
44 H 5.9732 3.6799 1.5311  0.604
45 C -1.2299 -3.5828 1.6883  -1.122
46 Sb -2.4091 -2.1770 0.5646  0.248
47 C -3.4074 -3.6956 -0.5804  -1.500
48 C -3.9789 -2.2293 2.1033  -1.466
49 C -5.2058 -1.4759 1.7100  0.854
50 C -6.2526 -2.1551 1.0828  -0.738
51 C -7.3994 -1.5051 0.6566  -0.718
52 C -7.5253 -0.1393 0.8644  -0.627
53 C -6.4983 0.5497 1.4884  -0.554
54 C -5.3297 -0.0874 1.9101  0.994
55 C -4.2409 0.7244 2.5205  -1.678
56 Sb -2.7610 1.5863 1.1226  0.530
57 C -3.6372 3.5576 1.3148  -1.446
58 C -3.7590 1.1811 -0.7368  -1.131
59 H -1.8815 -4.3527 2.1065  0.617
60 H -0.7085 -3.0606 2.4917  0.080
61 H -0.4890 -4.0383 1.0328  0.348
62 H -3.6737 -4.5318 0.0696  0.501
63 H -2.7497 -4.0343 -1.3796  0.333
64 H -4.2990 -3.2755 -1.0439  0.328
65 H -3.5362 -1.8569 3.0283  0.404
66 H -4.2060 -3.2882 2.2437  0.767
67 H -6.1513 -3.2229 0.9222  0.337
68 H -8.1856 -2.0613 0.1614  0.375
69 H -8.4130 0.3880 0.5373  0.378
70 H -6.5886 1.6195 1.6473  0.273
71 H -3.6667 0.1633 3.2556  0.228
72 H -4.6563 1.6008 3.0213  0.729
73 H -4.6811 3.5466 0.9954  0.416
74 H -3.0795 4.2637 0.6993  0.323
75 H -3.5809 3.8829 2.3547  0.413
76 H -3.7460 2.1014 -1.3243  0.489
77 H -4.7937 0.8784 -0.5737  0.608
78 H -3.2275 0.4008 -1.2817  -0.191
79 C 1.9980 0.0708 3.0596  -1.099
80 C 0.5758 -0.3349 3.3322  0.471
81 O -0.2235 -0.4793 2.4358  0.381
82 C 0.1338 -0.5483 4.7547  0.280
83 C -1.1523 -1.0341 4.9774  -0.018
84 C -1.6084 -1.2434 6.2674  -0.560
85 C -0.7811 -0.9631 7.3488  -0.436
86 C 0.5004 -0.4773 7.1350  -0.780
87 C 0.9582 -0.2733 5.8403  -0.438
88 H 2.1668 0.0526 1.9878  -0.437
89 H 2.7008 -0.6024 3.5553  0.509
90 H 2.1800 1.0815 3.4363  0.494
91 H -1.7758 -1.2430 4.1170  0.410
92 H -2.6093 -1.6222 6.4317  0.420
93 H -1.1378 -1.1221 8.3590  0.375
94 H 1.1442 -0.2531 7.9760  0.385
95 H 1.9565 0.1114 5.6783  0.407
96 O -2.1910 4.4662 -6.5752  -0.678
97 N -2.8913 3.5307 -6.2150  1.079
98 O -4.0477 3.3819 -6.5930  -0.691
99 C -2.3216 2.5568 -5.3110  -0.599
100 C -3.0923 1.4968 -4.9084  -0.424
101 C -2.5612 0.5723 -4.0139  -0.681
102 C -1.2458 0.7071 -3.4238  0.823
103 O -0.8476 0.0395 -2.4458  0.082
104 C -0.4377 1.7753 -4.0340  -0.724
105 C -0.9905 2.7027 -4.8873  -0.441
106 N 0.8974 1.9567 -3.6536  1.092
107 O 1.6335 0.9068 -3.3181  -0.898
108 O 1.4540 3.0729 -3.8298  -0.803
109 N -3.4360 -0.5209 -3.6510  1.089
110 O -3.0613 -1.3616 -2.8499  -0.553
111 O -4.5478 -0.5699 -4.1769  -0.773
112 H -4.1013 1.3768 -5.2655  0.677
113 H -0.3825 3.5249 -5.2281  0.671

Atoms 1-6, force components in eV/Å:
-0.01 0.03 -0.09
0.01 -0.03 -0.01
-0.03 -0.15 0.06
-0.04 0.21 -0.08
-0.04 -0.07 0.10
0.06 0.08 -0.07

---

Entry 4:
Below is a 9-piece molecular cluster, C29H20Cl20F4 overall, with properties calculated with ωB97M-V/def2-TZVPD.

Values from the calculation:
Energy = -291714.206 eV
2S+1 = 1

Last column: Mulliken charge in e.
Positions of all 73 atoms, in Å:
1 Cl 4.1135 0.6757 0.1155  0.098
2 C 5.6158 0.2985 -0.6935  0.218
3 Cl 6.3482 1.7845 -1.2955  -0.116
4 Cl 6.7365 -0.5149 0.3869  -0.110
5 Cl 5.2801 -0.7629 -2.0790  -0.101
6 Cl -7.3752 -3.2267 2.3370  -0.104
7 C -5.6619 -3.5062 2.0499  0.320
8 Cl -5.0004 -4.5225 3.3160  -0.074
9 Cl -5.4534 -4.3009 0.4800  -0.111
10 Cl -4.8089 -1.9590 2.0186  -0.049
11 Cl 2.0920 -3.7728 -1.5756  -0.038
12 C 1.0490 -4.5027 -2.7809  0.277
13 Cl -0.6093 -4.5936 -2.1494  -0.088
14 Cl 1.0582 -3.5471 -4.2610  -0.089
15 Cl 1.6203 -6.1443 -3.1406  -0.111
16 Cl -1.6738 -8.1133 4.5662  -0.097
17 C -0.1867 -7.2411 4.9210  0.286
18 Cl 1.2149 -8.2340 4.5425  -0.106
19 Cl -0.1353 -5.7619 3.9542  -0.003
20 Cl -0.1653 -6.8118 6.6390  -0.103
21 Cl -2.2714 -0.7784 8.2201  -0.114
22 C -1.4075 -1.5301 6.8661  0.278
23 Cl 0.2878 -1.0699 6.9527  -0.113
24 Cl -1.5610 -3.2804 6.9810  -0.053
25 Cl -2.1091 -1.0008 5.3485  -0.037
26 F 2.7706 -0.9671 -3.6548  -0.274
27 C 2.2805 0.2462 -3.9695  0.258
28 C 0.9246 0.4696 -3.8497  -0.309
29 C 0.4480 1.7435 -4.1119  -0.281
30 C 1.2995 2.7570 -4.5154  -0.859
31 C 2.6692 2.5238 -4.5696  -0.456
32 C 3.1696 1.2623 -4.2714  -0.336
33 H 0.2702 -0.3203 -3.5045  0.454
34 H -0.6205 1.9049 -4.0452  0.607
35 H 0.9360 3.7559 -4.7205  0.383
36 H 3.3761 3.2977 -4.8388  0.422
37 H 4.2254 1.0250 -4.2443  0.446
38 F -2.6144 2.0381 -0.1656  -0.131
39 C -3.2151 2.9335 -0.9839  0.316
40 C -2.5424 3.3892 -2.0968  0.048
41 C -3.1659 4.3921 -2.8337  -0.748
42 C -4.4561 4.7870 -2.5684  -0.518
43 C -5.1425 4.2417 -1.4808  -0.419
44 C -4.5009 3.3183 -0.6717  -0.633
45 H -1.5555 3.0487 -2.3621  0.506
46 H -2.6404 4.8384 -3.6698  0.357
47 H -4.9351 5.5616 -3.1530  0.371
48 H -6.1971 4.4265 -1.3267  0.359
49 H -4.9780 2.8645 0.1873  0.428
50 F 0.2075 2.3833 -1.1683  -0.076
51 C 1.2163 2.7427 -0.3370  0.601
52 C 1.1332 2.3570 0.9847  -0.392
53 C 2.1726 2.7215 1.8363  -0.577
54 C 3.2027 3.5273 1.3749  -0.764
55 C 3.2431 3.9207 0.0435  -0.408
56 C 2.2338 3.5302 -0.8303  -0.546
57 H 0.3457 1.6906 1.3034  0.574
58 H 2.1051 2.3953 2.8662  0.405
59 H 4.0202 3.8030 2.0295  0.374
60 H 4.0540 4.5262 -0.3376  0.434
61 H 2.2235 3.8604 -1.8602  0.414
62 F -1.1119 -2.8672 3.1649  -0.264
63 C -0.5166 -2.2163 2.1371  0.441
64 C 0.8275 -2.4455 1.8937  -0.508
65 C 1.4474 -1.7512 0.8702  -1.171
66 C 0.7077 -0.8803 0.0840  0.058
67 C -0.6340 -0.6505 0.3641  -0.694
68 C -1.2591 -1.3270 1.3993  0.257
69 H 1.3544 -3.1440 2.5315  0.410
70 H 2.5076 -1.8642 0.6871  0.657
71 H 1.1868 -0.3522 -0.7329  0.449
72 H -1.1890 0.0259 -0.2733  0.389
73 H -2.2814 -1.1074 1.6704  0.084

Atoms 1-6, force components in eV/Å:
-0.12 -0.15 0.19
0.00 -0.23 -0.51
0.10 0.23 -0.02
0.06 -0.04 0.23
0.06 0.00 0.15
-0.13 0.03 0.04

---

Entry 5:
Below is a 2-piece molecular cluster, C4H13N3O overall, with properties calculated with ωB97M-V/def2-TZVPD.

Values from the calculation:
Energy relative to the best compared isomer or geometry (same formula, charge and spin) = 29.52 kcal per mole
2S+1 = 1

Last column: natural (NBO) charge in e.
Positions of all 21 atoms, in Å:
1 C 0.9843 -0.4613 2.1586  -0.423
2 N 1.2713 0.9494 2.3882  -0.616
3 C 0.5783 1.6876 3.2858  0.528
4 O -0.2050 1.2491 4.0873  -0.602
5 H 0.9465 -0.9581 3.1251  0.225
6 H 1.7834 -0.9269 1.5817  0.202
7 H 0.0665 -0.5839 1.5822  0.194
8 H 1.8354 1.4156 1.7017  0.390
9 H 0.8317 2.7552 3.1761  0.102
10 N -2.4724 -0.2290 -1.4278  -0.845
11 C -1.1596 0.1465 -1.9215  -0.219
12 C -0.2169 -1.0520 -2.0245  -0.222
13 N 1.0251 -0.6177 -2.6873  -0.837
14 H -3.1977 0.3792 -1.7678  0.363
15 H -2.5518 -0.2433 -0.4244  0.355
16 H -0.6323 0.8918 -1.3113  0.154
17 H -1.2919 0.5384 -2.9290  0.197
18 H -0.0302 -1.4447 -1.0131  0.151
19 H -0.7018 -1.8815 -2.5394  0.197
20 H 1.6086 -0.2107 -1.9678  0.345
21 H 1.5282 -1.4038 -3.0726  0.361

Atoms 1-6, force components in eV/Å:
0.29 0.16 0.09
0.07 -0.60 -0.43
0.47 0.28 -0.56
-0.34 -0.16 0.30
-0.34 -0.13 -0.10
0.12 0.20 0.05

---

Entry 6:
Below is a 2-piece molecular cluster, C6H10O overall at a distorted geometry, with properties calculated with ωB97M-V/def2-TZVPD.

Values from the calculation:
Energy relative to the best compared isomer or geometry (same formula, charge and spin) = 71.60 kcal per mole
Charge = +1
2S+1 = 2

Last column: Mulliken spin population.
Positions of all 17 atoms, in Å:
1 C -0.0300 1.1889 -1.0734  0.032
2 C -0.4381 2.3021 -0.4747  0.145
3 C 1.7762 0.4917 0.3010  0.366
4 C 0.6814 0.0942 -0.3884  0.071
5 C 0.2949 -1.2967 -0.6295  0.043
6 C 0.4428 -2.4433 0.1217  0.219
7 H -0.2673 0.9207 -2.1537  0.002
8 H -1.1065 2.9945 -0.9438  0.007
9 H -0.1467 2.5358 0.5780  0.006
10 H 2.3283 -0.1638 0.8471  0.044
11 H 1.8076 1.4932 0.4871  0.043
12 H -0.3623 -1.4296 -1.5351  0.005
13 H -0.0744 -3.1999 -0.3676  0.012
14 H 1.0625 -2.4826 1.1183  0.004
15 H -2.3132 -1.0600 1.3799  -0.001
16 H -1.4028 0.2097 1.5400  0.002
17 O -2.2524 -0.1550 1.1930  0.000

Atoms 1-6, force components in eV/Å:
-0.15 -2.07 -2.12
0.51 0.37 1.42
-1.57 -0.57 0.45
-1.15 -0.72 -1.36
-0.76 0.24 -0.64
2.18 3.28 1.34

---

Entry 7:
Below is C15H22BF4N2O4RuSi2 as an isolated structure at a distorted geometry, with properties calculated with ωB97M-V/def2-TZVPD.

Values from the calculation:
Energy relative to the best compared isomer or geometry (same formula, charge and spin) = 80.81 kcal per mole
Charge = -2
2S+1 = 2

Last column: Mulliken spin population.
Positions of all 51 atoms, in Å:
1 Ru -0.3668 -0.1056 0.1241  0.517
2 N 1.6118 0.1527 -1.0246  0.072
3 C 1.3430 0.8840 -2.2594  -0.009
4 C 0.3165 1.9642 -1.9885  0.002
5 O 0.4187 3.0612 -2.5656  0.000
6 N -0.6146 1.5725 -1.1332  -0.016
7 C -1.5055 2.5666 -0.5580  0.002
8 C -1.2047 2.7308 0.9313  -0.007
9 O -1.5017 3.7954 1.4878  0.002
10 O -0.7101 1.6863 1.4943  0.000
11 H 2.0907 0.7345 -0.3427  0.000
12 H 2.1875 -0.6663 -1.1663  -0.007
13 H 0.9256 0.1936 -2.9973  0.002
14 H 2.2286 1.3542 -2.6846  0.001
15 H -2.5436 2.2244 -0.6252  -0.001
16 H -1.4136 3.5329 -1.0439  0.000
17 C 0.2045 -2.0991 2.2050  -0.036
18 Si -1.5405 -1.6370 1.6550  0.042
19 C -2.4243 -1.3525 3.2812  0.016
20 C -2.2065 -3.1442 0.7492  -0.009
21 C -2.9631 -4.1344 1.3802  -0.011
22 C -3.4513 -5.2224 0.6629  -0.004
23 C -3.2054 -5.3070 -0.7025  0.004
24 C -2.4656 -4.3143 -1.3346  -0.002
25 C -1.9453 -3.2265 -0.6263  0.014
26 Si -0.8988 -1.8263 -1.4290  -0.050
27 C 0.5421 -2.7663 -2.2425  -0.006
28 C -1.9340 -1.3029 -2.9202  0.003
29 H 0.0704 -3.0613 2.7117  -0.003
30 H 0.6259 -1.3666 2.8917  0.001
31 H 0.9236 -2.2310 1.3956  0.001
32 H -2.1144 -2.0824 4.0393  0.008
33 H -3.5122 -1.3984 3.1626  0.005
34 H -2.1591 -0.3504 3.6343  0.002
35 H -3.1691 -4.0621 2.4457  0.002
36 H -4.0235 -5.9965 1.1625  0.000
37 H -3.5931 -6.1460 -1.2714  0.001
38 H -2.2949 -4.3873 -2.4069  0.000
39 H 0.1792 -3.6517 -2.7823  0.000
40 H 1.2752 -3.0982 -1.4976  0.001
41 H 1.0585 -2.1205 -2.9640  0.000
42 H -2.0915 -2.1420 -3.6115  0.000
43 H -1.4378 -0.4897 -3.4621  -0.002
44 H -2.9093 -0.9329 -2.5887  -0.002
45 O -3.3409 -0.1777 -0.1889  0.161
46 C -2.4437 -0.1940 0.5467  0.296
47 F 1.8910 0.0528 1.6736  0.001
48 B 3.2900 -0.0963 1.9282  0.006
49 F 3.5893 0.3243 3.2302  0.000
50 F 3.6312 -1.4616 1.7575  0.000
51 F 3.9891 0.6860 0.9710  0.001

Atoms 1-6, force components in eV/Å:
-1.96 0.56 -0.06
-0.16 -0.05 0.54
0.08 -0.20 -0.04
-0.12 0.11 -0.23
-0.08 -0.08 0.04
-0.75 -0.47 0.49

---

Entry 8:
Below is an isolated ion of composition C2H4N and charge +1 at a distorted geometry, with properties calculated with ωB97M-V/def2-TZVPD.

Values from the calculation:
Energy relative to the best compared isomer or geometry (same formula, charge and spin) = 3.81 kcal per mole
Charge = +1
2S+1 = 1

Last column: natural (NBO) charge in e.
Positions of all 7 atoms, in Å:
1 C -1.9158 -0.0162 -0.1352  0.467
2 N -0.8195 0.0371 0.2250  -0.179
3 C 0.7233 -0.0343 -0.0550  -0.408
4 H -2.9108 -0.2307 -0.3254  0.290
5 H 1.1501 0.9245 -0.2161  0.267
6 H 1.2730 -0.4958 0.8680  0.293
7 H 0.8100 -0.5107 -1.0452  0.271

Atoms 1-6, force components in eV/Å:
3.83 -0.03 1.82
0.17 0.08 -2.21
-0.18 -1.30 1.61
-1.80 -0.03 -0.40
-0.38 1.34 0.31
-1.43 0.46 -1.98

---

Number 3 is which compound?
C42H47HgN6O12PS2Sb2

---

What is the 2S+1 in the fifth record?
1